Version P
Molecular formula: C3H9NO3
Method: DFT, ωB97M-V with the def2-TZVPD basis set

Its LUMO energy is 0.9 eV. For the orbital gap, the calculation gives 10.394 eV. As for the SMILES: COC=O.CON.

XYZ file:
```
16
Properties=species:S:1:pos:R:3:lowdin_charge:R:1
O -0.258 1.350 0.217 -0.310
O -1.884 -1.266 -0.517 0.042
O -0.183 -1.418 1.046 -0.095
N -0.783 1.889 -1.024 0.034
C -1.442 -1.087 0.609 -0.330
C 0.644 -2.013 0.049 -0.074
C 1.188 1.644 0.293 -0.075
H 1.679 1.228 -0.591 0.073
H 1.576 -2.321 0.532 0.093
H -0.700 1.087 -1.654 0.072
H -1.783 1.937 -0.813 0.084
H 0.881 -1.287 -0.735 0.085
H 0.193 -2.901 -0.402 0.094
H -2.045 -0.782 1.478 0.147
H 1.621 1.207 1.195 0.083
H 1.296 2.731 0.317 0.076
```



Version Q
Molecular formula: C3H9NO3
Method: DFT, ωB97M-V with the def2-TZVPD basis set

Its LUMO energy is 0.7 eV. For the orbital gap, the calculation gives 11.052 eV. As for the SMILES: C[C@@H](N)C(=O)O.O.

XYZ file:
```
16
Properties=species:S:1:pos:R:3:lowdin_charge:R:1
O -1.864 -2.239 0.886 -0.064
O 0.456 -1.085 -1.368 0.098
O 2.125 -1.074 0.109 0.114
N -0.534 0.474 1.037 0.041
C 1.127 -0.552 -0.309 -0.491
C 0.601 0.801 0.128 -0.331
C 0.012 1.589 -1.060 -0.048
H -0.693 0.956 -1.585 0.079
H -0.113 0.206 1.922 0.086
H -1.035 1.327 1.271 0.083
H 1.044 -1.695 -1.806 0.117
H -0.517 2.458 -0.657 0.079
H -1.354 -1.523 1.294 -0.011
H 1.351 1.427 0.612 0.141
H -1.428 -3.013 1.222 0.019
H 0.823 1.944 -1.696 0.086
```



Energies relative to the most stable structure are version P 2.575; version Q 0.000, reported in eV.



Version P
Molecular formula: C2H10N2O3
Method: DFT, ωB97M-V with the def2-TZVPD basis set

Its LUMO energy is 0.7 eV. For the orbital gap, the calculation gives 10.737 eV. As for the SMILES: CNC(N)=O.O.O.

XYZ file:
```
17
Properties=species:S:1:pos:R:3:lowdin_charge:R:1
O 0.536 4.578 1.289 -0.002
O -0.309 -0.020 -0.528 -0.009
O 1.727 -0.024 -2.365 -0.071
N -0.653 -1.587 1.111 0.016
N -1.717 -1.776 -0.949 0.149
C -0.828 -1.064 -0.116 -0.618
C 0.694 -1.244 1.727 -0.065
H 0.854 -0.123 -1.934 -0.007
H -1.028 -2.531 1.333 0.146
H 2.015 0.858 -2.280 -0.002
H 1.502 -0.624 0.931 0.168
H -0.309 4.866 0.995 0.023
H -1.912 -1.193 -1.783 0.125
H -2.232 -2.533 -0.637 0.056
H 1.124 -2.051 2.214 0.027
H 0.577 -0.400 2.490 0.085
H 1.165 4.853 0.704 -0.021
```



Version Q
Molecular formula: C2H10N2O3
Method: DFT, ωB97M-V with the def2-TZVPD basis set

Its LUMO energy is 0.6 eV. For the orbital gap, the calculation gives 9.703 eV. As for the SMILES: NCC(N)=O.O.O.

XYZ file:
```
17
Properties=species:S:1:pos:R:3:lowdin_charge:R:1
O -0.858 -2.039 0.952 -0.065
O 1.332 -0.732 -0.931 0.042
O 0.624 0.255 2.723 -0.109
N 1.185 1.453 -0.637 0.126
N -1.722 0.710 -0.465 0.002
C -0.768 0.405 -1.466 -0.251
C 0.653 0.258 -0.970 -0.627
H -1.991 -0.071 0.152 0.074
H 2.104 1.163 -0.042 0.198
H -1.088 -2.907 1.307 0.050
H 0.597 2.294 -0.768 0.114
H -2.194 1.588 -0.413 0.067
H -0.303 -2.132 0.141 0.045
H -0.859 1.130 -2.301 0.123
H 0.583 -0.307 1.938 -0.019
H -0.147 0.857 2.382 0.081
H -1.037 -0.609 -2.022 0.149
```



Energies relative to the most stable structure are version P 0.000; version Q 0.182, reported in eV.